Record 1
63
Properties=species:S:1:pos:R:3:forces:R:3 method="wB97M-V/def2-TZVPD" relative_energy_kj_mol=0.00 multiplicity=3 e_lumo_ev="-0.10 / -0.09"
Ti -1.3064 -0.4820 -0.1821 0.6 0.4 0.1
C 2.0022 -1.3677 1.4351 0.0 0.1 0.0
C 1.6326 -0.0468 2.0547 0.0 0.0 -0.1
O 0.2833 -0.1513 2.4597 0.1 0.0 0.1
C -0.2422 1.0203 3.0513 0.0 0.0 -0.1
C -1.7378 0.9469 2.8596 0.0 0.0 0.0
O -2.0916 0.9176 1.4835 -0.1 0.1 0.1
C -2.3999 2.1844 0.8950 0.1 0.0 0.0
C -1.1410 2.9539 0.4904 0.0 0.0 0.0
O -0.1031 2.0345 0.1865 0.0 0.0 -0.1
C 0.9642 2.5903 -0.5744 0.0 0.0 0.0
C 1.1818 1.8108 -1.8477 0.0 0.0 0.1
O 1.5003 0.4811 -1.4704 0.0 0.0 0.0
C 1.6463 -0.4142 -2.5565 0.0 0.0 0.0
C 0.3476 -1.1073 -2.9392 0.1 0.1 0.1
O -0.2596 -1.7490 -1.8115 -0.1 -0.1 -0.1
C 0.3293 -2.9762 -1.4149 0.1 0.1 0.1
C 1.4067 -2.7746 -0.3503 0.0 0.0 0.0
O 1.0686 -1.6340 0.4103 -0.1 -0.1 0.1
H 1.9734 -2.1661 2.1865 0.0 0.0 0.0
H 3.0169 -1.3117 1.0249 0.0 0.0 0.0
H 1.7375 0.7510 1.3133 0.0 0.0 0.1
H 2.2876 0.1593 2.9091 0.0 0.0 0.0
H 0.1643 1.9061 2.5585 0.0 0.0 0.0
H 0.0056 1.0600 4.1187 0.0 0.0 0.0
H -2.2267 1.7904 3.3528 0.0 0.0 0.0
H -2.1125 0.0213 3.2989 0.0 0.0 0.0
H -2.9856 2.7799 1.5990 0.0 0.0 0.0
H -3.0207 1.9736 0.0318 0.0 0.0 0.0
H -0.8052 3.6258 1.2912 0.0 0.0 0.0
H -1.3882 3.5579 -0.3865 0.0 0.0 0.0
H 1.8739 2.5632 0.0351 0.0 0.0 0.0
H 0.7556 3.6324 -0.8262 0.0 0.0 0.0
H 2.0197 2.2544 -2.4004 0.0 0.0 0.0
H 0.2763 1.8353 -2.4552 0.0 0.0 0.0
H 2.3906 -1.1498 -2.2478 0.0 0.0 0.0
H 2.0419 0.0999 -3.4401 0.0 0.0 0.0
H 0.5506 -1.8536 -3.7125 0.0 0.0 0.0
H -0.3918 -0.4046 -3.3057 0.0 0.0 0.0
H 0.7540 -3.4883 -2.2810 0.0 0.0 0.0
H -0.4719 -3.5927 -1.0183 0.0 0.0 0.0
H 2.3985 -2.6325 -0.7929 0.0 0.0 0.0
H 1.4524 -3.6647 0.2890 0.0 0.0 0.0
O -3.2527 -0.6751 -3.3415 -0.1 0.0 -0.1
Se -3.1866 0.3663 -2.1182 0.2 -0.2 0.1
O -4.0546 1.7106 -2.2351 0.0 0.1 0.0
O -1.5585 0.7281 -1.8063 0.0 0.4 -0.4
O -3.3897 -0.4029 -0.6430 -0.2 0.0 0.0
N -3.5174 -6.0415 3.6880 0.0 0.0 0.0
C -3.5781 -5.8828 2.3261 -0.1 0.0 0.1
O -4.0842 -6.7178 1.6054 0.0 0.0 -0.1
C -2.9600 -4.6375 1.7830 0.1 0.1 0.0
C -3.3148 -4.2137 0.5049 0.1 -0.2 0.0
C -2.7533 -3.0752 -0.0213 -0.1 0.2 0.0
N -1.8689 -2.3013 0.6604 -0.2 -0.7 0.3
C -1.5004 -2.7389 1.8880 0.0 0.1 -0.1
C -2.0185 -3.8730 2.4722 0.0 -0.1 0.0
H -4.0606 -6.8090 4.0489 0.0 0.0 0.0
H -3.4452 -5.2285 4.2747 0.0 0.0 0.0
H -4.0285 -4.7875 -0.0699 0.0 0.0 0.0
H -3.0357 -2.7143 -1.0004 0.0 0.0 0.0
H -0.7674 -2.1350 2.4070 0.0 0.0 0.0
H -1.6567 -4.1664 3.4490 0.0 0.0 0.0

***

Record 2
58
Properties=species:S:1:pos:R:3:forces:R:3 method="wB97M-V/def2-TZVPD" e_lumo_ev=-0.22 smiles="O=NOCN1c2ccccc2Sc2ccccc21.CO.CO.CO.CO.CO"
O 2.4900 1.8521 3.7514 0.0 0.5 0.1
N 2.8804 2.7427 3.1108 0.2 -0.8 0.3
O 1.9540 3.0786 2.0768 -0.4 0.0 -0.7
C 2.5596 2.6839 0.8373 0.9 0.2 0.4
N 2.0411 1.4011 0.3907 -0.1 0.5 -0.7
C 0.6836 1.4854 -0.0932 0.2 -0.3 0.8
C -0.3196 1.1624 0.7896 -0.4 -0.2 0.6
C -1.6356 1.1881 0.3715 -0.3 -0.2 0.3
C -1.9324 1.5375 -0.9229 -1.0 0.3 -0.9
C -0.9500 1.8845 -1.8281 0.5 0.1 -0.2
C 0.3554 1.8432 -1.3845 1.4 0.1 -0.5
S 1.7402 2.2258 -2.4551 -0.1 0.0 -0.3
C 2.9307 1.0122 -1.8939 -1.4 1.0 0.0
C 3.7642 0.3719 -2.7852 -0.1 0.0 -0.1
C 4.6533 -0.5682 -2.2890 -0.1 0.3 -1.0
C 4.6748 -0.8151 -0.9378 0.8 -0.9 1.0
C 3.8375 -0.1703 -0.0456 -0.3 0.3 0.0
C 2.9300 0.7572 -0.5361 0.4 -0.4 0.7
H 2.4776 3.5019 0.1103 -0.4 -0.1 0.2
H 3.6327 2.5420 1.0468 -0.2 0.0 -0.2
H -0.0942 0.8869 1.8175 0.2 0.0 -0.2
H -2.4351 0.9096 1.0497 0.1 0.1 -0.1
H -2.9584 1.5499 -1.2876 0.1 -0.1 0.3
H -1.1446 2.1627 -2.8605 -0.2 -0.1 0.2
H 3.6660 0.6190 -3.8390 0.2 -0.2 0.1
H 5.2944 -1.0855 -2.9969 0.0 -0.1 0.3
H 5.3635 -1.5497 -0.5202 0.0 0.1 -0.2
H 3.8615 -0.3518 1.0269 0.0 -0.1 -0.2
C -3.1258 3.9575 3.1416 0.3 0.0 0.0
O -2.1964 2.9146 2.8675 -0.1 0.0 0.1
H -4.1284 3.5375 3.1094 0.0 -0.1 0.0
H -2.9454 4.3778 4.1345 -0.1 0.1 0.0
H -3.0436 4.7466 2.3897 -0.1 0.1 0.1
H -1.3146 3.2987 2.8973 0.0 -0.1 -0.1
C -2.3693 -2.0439 1.6354 -0.2 0.1 0.3
O -3.7275 -1.6380 1.4563 0.0 -0.2 -0.1
H -2.0378 -2.5541 0.7344 -0.1 0.1 0.0
H -1.7405 -1.1697 1.8070 0.2 -0.1 0.0
H -2.2940 -2.7261 2.4875 0.2 0.0 0.0
H -4.0000 -1.1892 2.2622 -0.1 0.0 0.0
C 2.4552 -3.8245 0.2876 0.1 0.3 -0.2
O 1.8136 -2.9370 -0.6169 0.0 -0.1 0.0
H 1.7353 -4.5806 0.5927 0.0 0.0 0.0
H 3.3052 -4.3145 -0.1964 0.0 -0.1 0.1
H 2.8017 -3.2822 1.1728 0.0 -0.1 0.1
H 2.4645 -2.2754 -0.8761 -0.1 0.1 0.0
C -0.1983 1.3095 -5.7896 -0.3 0.0 -0.1
O -1.4434 1.6942 -5.2101 0.1 0.1 0.1
H 0.5967 1.5800 -5.0987 -0.1 0.0 0.0
H -0.1792 0.2294 -5.9554 0.2 0.0 0.0
H -0.0477 1.8345 -6.7365 0.2 -0.1 0.0
H -2.1386 1.4510 -5.8271 0.0 0.0 0.1
C -4.7345 -5.4994 2.8304 0.1 0.3 -0.2
O -5.3753 -4.6053 1.9310 0.1 -0.1 0.1
H -5.4561 -6.2546 3.1337 0.0 0.0 0.0
H -3.8872 -5.9899 2.3424 0.0 -0.1 0.1
H -4.3843 -4.9628 3.7174 0.0 -0.1 0.1
H -4.7249 -3.9423 1.6724 -0.2 0.2 -0.1

***

Record 3
58
Properties=species:S:1:pos:R:3:forces:R:3 method="wB97M-V/def2-TZVPD" relative_energy_kj_mol=0.00 e_lumo_ev=-2.49 total_charge=+1
C 2.8443 -0.6380 -2.2458 -0.2 -0.1 -0.5
C 2.5064 0.1247 -3.5002 0.3 -0.3 -0.1
O 1.4545 1.1232 -3.3009 0.2 0.5 0.3
C 0.5065 0.7564 -2.4618 -0.4 -0.7 -0.7
C -0.4469 -0.2101 -2.6006 0.4 0.7 0.3
N -1.1729 -0.2202 -1.4224 0.5 -0.2 -0.3
C -2.2754 -1.1353 -1.1665 -0.8 0.0 -0.1
N -3.5314 -0.4238 -1.2843 0.4 0.1 0.0
C -0.6881 0.7032 -0.6152 0.0 0.1 0.5
N 0.3321 1.3122 -1.2182 -0.1 -0.1 -0.2
H 3.0534 0.0541 -1.4451 0.2 0.0 0.4
H 3.7338 -1.2194 -2.4528 0.3 0.0 0.1
H 2.0791 -1.3516 -1.9623 -0.2 0.0 0.2
H 2.2019 -0.5117 -4.3262 -0.1 -0.1 -0.1
H 3.3778 0.6767 -3.8214 0.0 0.4 -0.1
H -0.5912 -0.8536 -3.4415 -0.3 -0.3 0.0
H -2.1663 -1.9476 -1.8788 0.2 -0.2 -0.1
H -2.2044 -1.5611 -0.1742 0.2 0.1 0.2
H -4.2890 -1.0343 -1.0148 -0.2 0.0 0.1
H -3.6768 -0.1423 -2.2445 -0.2 0.0 -0.1
H -1.0315 0.9367 0.3750 -0.3 0.0 0.1
H 0.8977 2.0554 -0.8418 0.1 0.1 0.1
O 4.6694 0.1510 0.2030 -0.1 0.2 -0.1
C 4.4941 0.3381 1.3731 0.0 -0.2 0.0
O 5.5058 0.6740 2.1960 0.1 0.0 0.1
C 5.0608 0.7069 3.5632 -0.1 0.0 0.1
C 3.5571 0.9243 3.4791 -0.2 0.0 -0.1
C 3.2037 0.2094 2.1716 0.3 0.4 0.3
H 5.3208 -0.2429 4.0332 0.0 0.0 0.0
H 5.5811 1.5090 4.0789 0.1 0.0 -0.1
H 3.0209 0.5534 4.3497 0.0 -0.1 0.0
H 3.3489 1.9913 3.3859 0.0 0.0 0.0
H 2.9981 -0.8512 2.3163 -0.1 0.0 -0.1
H 2.3730 0.6735 1.6452 0.0 -0.2 -0.1
O -3.1100 2.5583 1.3871 0.1 -0.1 0.1
C -3.5305 3.1220 0.4172 0.1 -0.2 -0.1
O -4.7031 3.7745 0.3845 0.0 0.0 0.0
C -4.9738 4.2553 -0.9494 0.0 0.1 -0.1
C -3.6101 4.3323 -1.6324 0.0 -0.1 0.1
C -2.8663 3.1915 -0.9403 0.0 0.4 -0.3
H -5.6442 3.5454 -1.4367 0.0 0.0 0.0
H -5.4724 5.2172 -0.8775 0.0 0.0 0.1
H -3.6652 4.2466 -2.7151 -0.1 -0.1 0.0
H -3.1305 5.2818 -1.3947 0.0 0.0 0.0
H -3.0213 2.2302 -1.4339 0.0 0.0 0.0
H -1.8030 3.3860 -0.8234 0.0 -0.1 0.0
O 1.7285 -2.5682 1.1116 -0.1 0.1 -0.2
C 0.7228 -3.1876 1.2954 0.1 0.0 0.4
O -0.2352 -3.3180 0.3415 -0.2 0.1 -0.1
C -1.3670 -4.0411 0.8710 -0.1 -0.1 0.1
C -0.8240 -4.8268 2.0564 0.1 0.0 0.1
C 0.2892 -3.9065 2.5579 -0.2 -0.3 -0.3
H -2.1277 -3.3163 1.1739 0.0 0.0 0.1
H -1.7740 -4.6730 0.0861 0.1 0.0 -0.1
H -1.5838 -5.0569 2.7990 0.0 0.1 0.0
H -0.3955 -5.7670 1.7100 0.0 0.0 0.0
H -0.0756 -3.1638 3.2693 0.1 0.0 0.0
H 1.1254 -4.4461 2.9915 0.1 0.2 0.1

***

Record 4
53
Properties=species:S:1:pos:R:3:forces:R:3 method="wB97M-V/def2-TZVPD" relative_energy_kj_mol=0.00 e_lumo_ev=0.79 smiles="CCCN1CCN(CCNC(=O)Nc2cc(C)ccc2C)CC1"
C -6.6357 -0.7980 0.2607 0.1 -0.2 -0.1
H -6.9247 -0.3039 1.1851 -0.1 0.1 0.1
C -5.6775 -1.9459 0.5488 0.1 0.2 0.1
C -4.3780 -1.4385 1.1757 -0.1 -0.2 -0.1
N -3.7059 -0.4705 0.3276 0.1 0.0 0.1
C -2.7780 0.3674 1.0618 0.0 0.3 -0.1
C -2.2160 1.4528 0.1519 0.1 -0.1 0.3
N -1.5183 0.8472 -0.9709 -0.1 0.1 -0.1
C -2.4440 -0.0024 -1.6971 0.0 -0.3 0.0
C -3.0003 -1.0837 -0.7787 -0.1 0.1 -0.3
H -3.6916 -1.7083 -1.3468 0.0 0.0 0.0
H -2.1678 -1.7173 -0.4209 0.0 0.0 0.0
H -1.9146 -0.4733 -2.5308 0.0 0.0 0.0
H -3.2866 0.5830 -2.1075 0.0 0.0 0.0
C -0.9051 1.8212 -1.8535 0.2 0.0 0.2
H -0.4925 1.2691 -2.7052 -0.1 0.0 0.0
C 0.2294 2.6079 -1.1854 -0.3 0.1 -0.1
N 1.1856 1.7577 -0.5251 0.1 -0.1 -0.2
C 1.2298 1.6659 0.8289 0.3 0.0 -0.2
O 0.6395 2.4218 1.5771 -0.3 0.3 0.3
N 2.0484 0.6801 1.3356 0.1 -0.2 0.5
C 2.8876 -0.1937 0.6143 0.1 -0.2 -0.3
C 4.2654 -0.0950 0.7920 0.0 -0.1 -0.1
C 5.1444 -0.9321 0.1264 -0.1 0.0 0.1
C 4.6178 -1.8869 -0.7367 -0.1 0.0 0.0
C 3.2523 -2.0065 -0.8988 0.1 0.1 0.0
C 2.3605 -1.1789 -0.2255 0.0 0.1 0.1
C 0.8844 -1.3889 -0.3850 0.1 -0.1 0.1
H 0.6504 -2.4455 -0.2608 -0.1 -0.1 0.0
H 0.5461 -1.0920 -1.3771 -0.1 0.1 0.0
H 0.3229 -0.8130 0.3443 -0.1 0.0 -0.1
H 2.8575 -2.7703 -1.5537 0.0 -0.1 -0.1
H 5.2838 -2.5473 -1.2726 0.1 -0.1 -0.1
C 6.6243 -0.8259 0.3345 0.0 -0.1 0.0
H 6.8821 0.1025 0.8375 0.1 0.0 0.0
H 6.9763 -1.6566 0.9464 0.1 0.0 0.0
H 7.1496 -0.8685 -0.6177 0.1 0.0 0.0
H 4.6470 0.6590 1.4667 0.0 0.1 0.0
H 2.2968 0.8378 2.3023 -0.2 0.1 -0.1
H 1.6181 1.0307 -1.0704 0.1 0.0 0.1
H 0.7397 3.1994 -1.9540 -0.1 0.0 0.1
H -0.1584 3.2878 -0.4254 0.1 0.0 -0.1
H -1.6415 2.5460 -2.2479 0.0 -0.1 0.0
H -1.5169 2.0567 0.7299 0.0 0.0 0.0
H -3.0445 2.0938 -0.1975 0.0 0.0 0.0
H -3.3084 0.8411 1.8908 0.0 0.0 0.0
H -1.9400 -0.2217 1.4759 0.0 0.0 0.0
H -4.6245 -0.9371 2.1153 0.0 0.0 0.0
H -3.7206 -2.2947 1.4140 0.0 0.1 0.1
H -5.4624 -2.4827 -0.3764 0.0 -0.1 0.0
H -6.1391 -2.6546 1.2399 0.0 -0.1 0.0
H -6.1475 -0.0687 -0.3791 0.0 0.1 -0.1
H -7.5339 -1.1605 -0.2338 -0.1 0.0 0.0